Arrangement a

Formula: C2H2FP
Source: the OMol25 dataset
Level of theory: wB97M-V/def2-TZVPD

Last column: natural (NBO) charge in e.
Geometry (Å):
1 C 0.33193 -0.31684 -0.00835  -0.1912
2 C -0.72628 0.16236 0.28573  -0.4368
3 P -2.08037 1.28179 0.91867  0.9859
4 F -1.30569 2.74622 1.22178  -0.5631
5 H 1.21557 -0.95673 -0.15670  0.2482
6 H -2.12002 0.97636 -0.35592  -0.0430

For the LUMO energy, the calculation gives 0.0064 Eh. The value obtained for the gap between HOMO and LUMO is 10.1 eV. The structure (SMILES) is C#CPF.

***

Arrangement b

Formula: C2H2FP
Source: the OMol25 dataset
Level of theory: wB97M-V/def2-TZVPD

Last column: natural (NBO) charge in e.
Geometry (Å):
1 F 3.26351 2.67333 1.52776  -0.2954
2 C 2.59371 1.56700 1.42346  0.4142
3 C 1.19260 1.36608 0.88090  -0.4815
4 P 0.59322 -0.21975 0.44561  0.4026
5 H 0.49659 0.02900 -1.08900  -0.0107
6 H -0.75109 -0.18287 0.55835  -0.0293

For the LUMO energy (spin up / spin down), the calculation gives -0.0516 / -0.0497 Eh. The value obtained for the gap between HOMO and LUMO (spin up / spin down) is 8.0 / 7.8 eV. The structure (SMILES) is FC#CP.

***

Last place for stability: arrangement b

***

Arrangement a

Formula: C5H8S
Source: the OMol25 dataset
Level of theory: wB97M-V/def2-TZVPD

Last column: natural (NBO) charge in e.
Geometry (Å):
1 C -0.13568 -0.34643 -2.27279  -0.4591
2 C 0.06104 -0.19921 -0.96997  -0.1470
3 C 1.35345 0.00537 -0.30549  -0.4635
4 C 1.20665 0.44410 1.22258  -0.3906
5 C -0.20760 -0.08446 1.74814  -0.5084
6 S -1.22049 0.08148 0.16543  0.2344
7 H 0.70815 -0.47940 -2.97227  0.2027
8 H -1.12343 -0.58019 -2.67197  0.2094
9 H 1.78773 0.67396 -0.99676  0.2364
10 H 1.91693 -0.94807 -0.25452  0.2200
11 H 1.23806 1.53258 1.30806  0.2050
12 H 1.97401 0.09770 1.83708  0.2076
13 H -0.16410 -1.17249 2.06467  0.2191
14 H -0.47675 0.65607 2.50407  0.2339

For the LUMO energy, the calculation gives 0.0361 Eh. The value obtained for the gap between HOMO and LUMO is 9.1 eV. The structure (SMILES) is C=C1CCCS1.

***

Arrangement b

Formula: C5H8S
Source: the OMol25 dataset
Level of theory: wB97M-V/def2-TZVPD

Last column: natural (NBO) charge in e.
Geometry (Å):
1 C 0.70517 -1.10395 0.32567  -0.3037
2 C 0.28654 -1.20136 1.45350  0.0010
3 C 0.50265 1.47129 -1.59240  -0.4424
4 C 0.40341 0.12960 -2.25943  -0.6683
5 C -0.50698 -0.76085 2.59831  -0.6796
6 S -1.21867 0.79157 -1.80845  0.3378
7 H 1.16942 -1.38653 -0.63036  0.2855
8 H -1.08282 -0.12563 -0.71184  0.1888
9 H 0.83155 1.41375 -0.55451  0.2071
10 H 0.61130 2.46801 -1.97745  0.2045
11 H 0.65756 0.16635 -3.24963  0.1763
12 H -0.11269 -0.43827 3.48818  0.2326
13 H -1.04253 0.09659 2.20428  0.2302
14 H -1.20391 -1.52057 2.71414  0.2301

For the LUMO energy, the calculation gives 0.0214 Eh. The value obtained for the gap between HOMO and LUMO is 8.0 eV.

***

Last place for stability: arrangement b

***

Arrangement a

Formula: C5H8S
Source: the OMol25 dataset
Level of theory: wB97M-V/def2-TZVPD

Last column: natural (NBO) charge in e.
Geometry (Å):
1 S 0.86056 -2.49289 -2.12675  0.0231
2 C 1.19117 -1.09002 -1.22984  -0.2610
3 C -0.12025 -0.15244 -1.24964  -0.4811
4 C -0.11712 0.61548 0.06698  -0.2464
5 C -0.06734 -0.19416 1.50075  -0.4503
6 C -1.09394 0.89712 1.14603  -0.4372
7 H 2.33234 -0.71155 -1.20219  0.2501
8 H -1.26778 -0.26972 -1.44795  0.2706
9 H 0.31578 0.70747 -2.05437  0.2291
10 H 0.84485 1.19971 0.24083  0.2039
11 H 0.96235 0.10883 2.22070  0.2288
12 H -0.52335 -1.22826 1.44758  0.2255
13 H -1.11205 1.89039 1.68334  0.2217
14 H -2.20522 0.72003 1.00453  0.2233

For the LUMO energy, the calculation gives -0.0215 Eh. The value obtained for the gap between HOMO and LUMO is 7.9 eV. The structure (SMILES) is S=CCC1CC1.

***

Arrangement b

Formula: C5H8S
Source: the OMol25 dataset
Level of theory: wB97M-V/def2-TZVPD

Last column: natural (NBO) charge in e.
Geometry (Å):
1 C -0.02712 -2.48792 -0.07712  -0.5032
2 C 0.61326 -1.39445 0.27909  0.0877
3 C 1.05316 -0.18451 0.56471  -0.2652
4 C 1.68920 0.73616 -0.40062  -0.6205
5 H -1.14507 -2.56139 -0.04944  0.2258
6 H 0.50523 -3.42351 -0.46708  0.2236
7 H 1.19103 0.22777 1.52080  0.2105
8 H 2.74161 0.71307 -0.35046  0.2201
9 H 1.28297 0.55016 -1.38805  0.2169
10 H 1.28643 1.64433 0.00373  0.2066
11 C -2.21920 1.66350 0.12721  -0.4830
12 S -2.35877 0.10766 -0.23505  0.1044
13 H -2.30921 2.08179 1.14634  0.1937
14 H -2.30351 2.32735 -0.67405  0.1826

For the LUMO energy, the calculation gives -0.0135 Eh. The value obtained for the gap between HOMO and LUMO is 8.4 eV. The structure (SMILES) is C=C=CC.C=S.

***

Last place for stability: arrangement a

***

Arrangement a

Formula: C5H8S
Source: the OMol25 dataset
Level of theory: wB97M-V/def2-TZVPD

Last column: natural (NBO) charge in e.
Geometry (Å):
1 C 1.02089 -0.95182 -0.82580  -0.5305
2 C -0.30096 -0.38204 -1.10834  -0.3999
3 C -0.69117 -0.09734 0.44694  -0.2511
4 C -0.97449 1.12495 1.29427  -0.3691
5 C 0.44327 0.76423 0.67076  -0.3899
6 S 1.88626 -0.22303 0.65345  0.2185
7 H 1.71052 -0.92665 -1.72005  0.2229
8 H 0.88875 -2.04471 -0.65719  0.2128
9 H -0.21323 0.48902 -1.66968  0.2070
10 H -0.96155 -1.14066 -1.47626  0.2224
11 H -0.62858 -0.97373 1.06228  0.2145
12 H -1.47498 2.06898 0.99023  0.2294
13 H -1.29000 0.87554 2.41355  0.2281
14 H 0.58527 1.41726 -0.07416  0.1850

For the LUMO energy, the calculation gives 0.0406 Eh. The value obtained for the gap between HOMO and LUMO is 9.5 eV. The structure (SMILES) is C1C[C@@H]2C[C@H]2S1.

***

Arrangement b

Formula: C5H8S
Source: the OMol25 dataset
Level of theory: wB97M-V/def2-TZVPD

Last column: natural (NBO) charge in e.
Geometry (Å):
1 C -1.43258 -0.98157 -1.13106  -0.5924
2 C -0.40184 0.18469 -1.40759  -0.4330
3 C -0.44361 0.88183 -0.06534  -0.2542
4 C 0.42994 0.49485 0.98517  0.0561
5 C 1.25713 -0.12910 2.05548  -0.4652
6 S 2.82220 0.49330 2.58168  0.0506
7 H -1.21830 -1.50323 -0.26079  0.2073
8 H -1.38739 -1.78401 -1.96013  0.2031
9 H -2.41281 -0.57107 -0.99970  0.2061
10 H 0.65253 -0.17645 -1.67265  0.2192
11 H -0.69040 0.83789 -2.29304  0.2149
12 H -0.93481 1.74737 -0.01501  0.2094
13 H 0.68480 -0.87583 2.53336  0.2444
14 H 3.07513 1.38133 1.64963  0.1338

For the LUMO energy, the calculation gives 0.0296 Eh. The value obtained for the gap between HOMO and LUMO is 9.0 eV. The structure (SMILES) is CCC=C=CS.

***

Last place for stability: arrangement a

***

Arrangement a

Formula: C5H8S
Source: the OMol25 dataset
Level of theory: wB97M-V/def2-TZVPD

Last column: natural (NBO) charge in e.
Geometry (Å):
1 C -2.45156 -0.32812 0.20958  -0.4316
2 C -1.13266 -0.11898 0.00896  -0.0707
3 C -0.20565 0.96988 -0.30946  -0.4953
4 C 1.22650 0.56844 0.12845  -0.3994
5 C 1.59435 -1.07137 0.07511  -0.5018
6 S -0.20629 -1.73984 -0.16093  0.1618
7 H -3.17324 0.39915 0.32512  0.1991
8 H -2.98198 -1.31477 0.07838  0.2126
9 H -0.29875 2.05305 -0.23816  0.2504
10 H -0.15230 0.95298 -1.45033  0.2235
11 H 1.21353 1.01544 1.19725  0.1984
12 H 2.03494 1.20565 -0.22412  0.2179
13 H 2.26698 -1.31859 -0.72406  0.2095
14 H 2.26614 -1.27292 1.08421  0.2257

For the LUMO energy, the calculation gives 0.0334 Eh. The value obtained for the gap between HOMO and LUMO is 9.2 eV. The structure (SMILES) is C=C1CCCS1.

***

Arrangement b

Formula: C5H8S
Source: the OMol25 dataset
Level of theory: wB97M-V/def2-TZVPD

Last column: natural (NBO) charge in e.
Geometry (Å):
1 C -2.00939 0.31750 -0.25192  -0.3761
2 C -0.99854 0.04594 0.59855  -0.0036
3 C -1.08711 0.13738 2.08609  -0.6398
4 C 0.20849 -0.59666 0.03451  -0.2825
5 C 0.54699 -0.77391 -1.39460  -0.4817
6 S 1.64191 0.46237 -0.58575  0.0437
7 H -1.87485 0.12044 -1.25720  0.1864
8 H -2.97275 0.74107 0.03579  0.1989
9 H -0.15160 0.71003 2.40026  0.2212
10 H -1.07529 -0.90394 2.53572  0.2244
11 H -1.94600 0.73969 2.34810  0.2250
12 H 0.72501 -1.31228 0.65936  0.2313
13 H 1.07128 -1.73233 -1.50741  0.2200
14 H -0.00897 -0.54214 -2.27841  0.2327

For the LUMO energy, the calculation gives 0.0332 Eh. The value obtained for the gap between HOMO and LUMO is 9.5 eV. The structure (SMILES) is C=C(C)[C@H]1CS1.

***

Arrangement c

Formula: C5H8S
Source: the OMol25 dataset
Level of theory: wB97M-V/def2-TZVPD

Last column: natural (NBO) charge in e.
Geometry (Å):
1 C 2.48497 -1.16068 0.12767  -0.3718
2 C 1.84565 -0.03147 -0.04003  -0.2288
3 C 0.45050 0.18448 -0.08819  -0.2024
4 C -0.05773 1.43888 -0.08125  -0.4028
5 S -0.53877 -1.27217 -0.21282  0.2704
6 C -2.20971 -0.58985 0.12943  -0.7607
7 H 3.50814 -1.05913 0.26556  0.1917
8 H 2.14988 -2.20179 0.44844  0.2126
9 H 2.46977 0.89694 -0.06568  0.2112
10 H -1.13140 1.58663 -0.16532  0.1979
11 H 0.51561 2.36263 -0.00302  0.2070
12 H -2.75736 -1.47647 0.26358  0.2249
13 H -2.78908 -0.09194 -0.73727  0.2198
14 H -2.36024 0.05323 1.03958  0.2310

For the LUMO energy, the calculation gives 0.0299 Eh. The value obtained for the gap between HOMO and LUMO is 9.1 eV. The structure (SMILES) is C=CC(=C)SC.

***

Last place for stability: arrangement a

***

Arrangement a

Formula: CH5O2PS
Source: the OMol25 dataset
Level of theory: wB97M-V/def2-TZVPD

Last column: natural (NBO) charge in e.
Geometry (Å):
1 C 2.30460 0.32477 -0.23102  -0.4992
2 O -0.98473 0.37830 -1.80690  -0.8712
3 O -1.02434 1.54751 0.35803  -0.8744
4 P -2.47005 -1.15582 0.38980  0.2207
5 S -0.72822 0.32113 -0.38047  1.5745
6 H 2.10960 -0.61995 0.22821  0.1769
7 H 2.57104 0.54382 -1.23485  0.1809
8 H 2.31937 1.21153 0.38279  0.1729
9 H -2.67185 -0.61958 1.54467  -0.0448
10 H -1.42540 -1.93171 0.74974  -0.0362

For the LUMO energy (spin up / spin down), the calculation gives -0.0917 / -0.0279 Eh. The value obtained for the gap between HOMO and LUMO (spin up / spin down) is 6.7 / 8.4 eV.

***

Arrangement b

Formula: CH5O2PS
Source: the OMol25 dataset
Level of theory: wB97M-V/def2-TZVPD

Last column: natural (NBO) charge in e.
Geometry (Å):
1 C 0.74974 1.19473 -0.22362  -0.8610
2 S 1.39301 -0.25486 0.63262  0.9452
3 O 2.67702 -0.63222 -0.03836  -0.9761
4 P -0.03463 -1.75534 -0.40380  0.7049
5 O -1.25152 -1.91241 0.62409  -0.9729
6 H 0.92670 2.15032 0.36317  0.2421
7 H 1.17608 1.30760 -1.20805  0.2524
8 H -0.36110 1.25085 -0.24585  0.2245
9 H 0.42837 -3.02941 -0.00037  -0.0506
10 H -1.88657 -1.14301 0.42931  0.4916

For the LUMO energy, the calculation gives 0.0032 Eh. The value obtained for the gap between HOMO and LUMO is 8.5 eV. The structure (SMILES) is CS(=O)#[PH]O.

***

Last place for stability: arrangement a